Model A:
DFT (the ωB97M-V functional and the def2-TZVPD basis) results for a gas-phase ion, C2H6N3O2 (charge +1).

Its SMILES is [NH2+]=CON/C=[NH+]\[O-]. The HOMO energy comes out at -12.898 eV. The HOMO-LUMO gap comes out at 8.57 eV. The charge is +1.

Geometry (Å):
N1 -0.6235 -2.3172 0.0403
C1 -0.2910 -1.1388 0.6088
O1 -1.0654 -0.0390 0.4942
N2 -0.3964 1.1021 0.7655
C2 0.3246 1.6934 -0.2564
N3 0.9983 1.0106 -1.1035
O2 0.8923 -0.2373 -1.3225
H1 -0.0873 -3.2224 0.1359
H2 -1.5050 -2.0823 -0.3854
H3 0.5685 -0.9580 1.3146
H4 -0.7711 1.6964 1.4766
H5 0.5298 2.7614 -0.0089
H6 1.4262 1.7310 -1.7592


Model B:
DFT (the ωB97M-V functional and the def2-TZVPD basis) results for a molecular structure, C2H6N3O2.

The HOMO energy comes out at -14.150 eV. The HOMO-LUMO gap comes out at 9.75 eV. The charge is +1.

Geometry (Å):
C1 -0.1159 0.4686 0.3616
C2 -0.7698 -0.1797 -0.7899
N1 0.6460 0.1658 -0.8786
N2 0.1644 0.1147 1.6537
N3 -0.5419 2.3280 0.1881
O1 -0.1705 2.6454 -0.8937
O2 -0.9779 2.8674 1.1225
H1 -1.6358 0.2572 -1.3614
H2 -0.6690 -1.3053 -0.6095
H3 0.8448 1.0298 -1.4017
H4 1.3207 -0.6702 -1.2078
H5 -0.5096 0.2966 2.2680
H6 1.0292 0.3625 2.0121


Of them, the most stable is model A and the least stable is model B.


Model A:
DFT (the ωB97M-V functional and the def2-TZVPD basis) results for a molecular structure, C3H3Br2Cl.

The HOMO energy comes out at -9.934 eV. The HOMO-LUMO gap comes out at 10.08 eV. The charge is 0.

Geometry (Å):
C1 0.3778 -0.2957 -0.0127
C2 -0.9184 -0.3985 -0.0579
C3 -1.4335 -2.1444 -0.6322
Cl1 -0.3314 -2.6588 -1.8049
Br1 -1.4291 -3.2043 1.0494
Br2 -3.1989 -1.9197 -1.3648
H1 0.7852 0.7601 0.1453
H2 1.1300 -1.0959 -0.1252
H3 -1.6841 0.3509 -0.0390


Model B:
DFT (the ωB97M-V functional and the def2-TZVPD basis) results for a molecular structure, C3H3Br2Cl.

The HOMO energy (spin up / spin down) comes out at -8.254 / -8.359 eV. The HOMO-LUMO gap (spin up / spin down) comes out at 6.96 / 6.96 eV. The charge is 0.

Geometry (Å):
C1 -0.7516 0.2864 1.1860
C2 -0.6260 2.8627 1.5078
C3 -1.2170 0.3793 -0.2277
Cl1 -1.9642 3.2807 2.3642
Br1 -1.7001 -0.6796 2.4360
Br2 0.9952 3.4804 2.4492
H1 -2.0025 -0.2726 -0.5606
H2 -1.6441 1.3693 -0.1196
H3 -0.2101 0.2396 -0.8455


Of them, the most stable is model A and the least stable is model B.